1.
A structure of composition C9H19BrNO2 at a distorted geometry, computed with ωB97M-V/def2-TZVPD.

Highest occupied orbital energy   -12.199 eV
Total charge   +1
E_LUMO   -2.54 eV
Frontier orbital gap   9.66 eV

Geometry as XYZ:
```
32
Properties=species:S:1:pos:R:3:forces:R:3
C 1.48050 0.38174 -0.38447 -2.891 -2.621 1.540
C 5.16492 -0.61652 -0.44950 -1.602 -0.924 -1.632
C -3.13312 -1.31228 0.04236 -0.637 -1.776 3.704
C -2.88385 1.06620 0.67908 -0.980 0.353 -2.733
C -3.32776 0.43453 -1.61957 1.953 -2.523 -0.147
C 2.64966 -0.45870 -0.18957 2.126 0.677 0.658
C 4.00923 0.30165 -0.09891 -1.244 0.061 0.214
C -1.16132 -0.02410 -0.67801 2.110 -1.828 -0.281
C -0.07789 -0.50762 0.36295 1.703 0.764 -4.635
N -2.61174 -0.03012 -0.33679 0.109 4.169 -0.411
O 1.25128 1.45130 -0.79514 0.356 0.999 -0.465
O -0.26654 -0.17205 1.60121 -0.294 0.499 3.123
Br 0.13487 -2.50521 0.02442 0.044 0.270 0.527
H 4.97536 -1.09252 -1.43487 0.168 0.522 0.186
H 6.03483 -0.05386 -0.52817 1.767 0.786 -0.057
H 5.32571 -1.49463 0.16002 -0.137 0.162 0.856
H -2.89639 -2.04387 -0.70468 0.226 -0.368 -0.261
H -2.67595 -1.57819 1.05357 -0.167 0.015 -1.521
H -4.23650 -1.38810 0.30435 1.143 0.897 -0.870
H -2.36469 1.99990 0.50140 0.401 -0.241 -0.382
H -3.92858 1.25588 0.64409 -0.992 0.251 -0.195
H -2.72652 0.70615 1.59116 1.260 -1.415 3.834
H -3.84785 1.32827 -1.47185 -0.621 1.273 0.139
H -2.50649 0.48753 -2.37540 -1.369 0.046 0.200
H -3.97019 -0.43273 -1.69619 -0.565 0.468 -1.377
H 2.50243 -1.10136 0.64268 -0.361 -0.314 1.297
H 2.76834 -1.23769 -0.90869 -0.378 -0.222 -1.343
H 4.17941 0.71100 0.91146 -0.357 -0.022 -0.353
H 3.81695 1.15412 -0.78323 1.043 -0.361 0.226
H -1.05838 -0.85889 -1.42340 -0.145 1.246 0.195
H -0.79086 0.94877 -1.13214 -1.041 -0.912 0.833
H 0.48866 -0.33782 2.21636 -0.630 0.068 -0.869
```
Forces are in eV/Å.

---

2.
A structure of composition C9H19Cl2I2LaO3P2 at a distorted geometry, computed with ωB97M-V/def2-TZVPD.

Highest occupied orbital energy   -13.495 eV
Total charge   +2
E_LUMO   -8.46 eV
Frontier orbital gap   5.04 eV

Geometry as XYZ:
```
38
Properties=species:S:1:pos:R:3:forces:R:3
I 0.42006 -1.66051 -1.30257 1.335 -0.369 0.269
I -2.61953 -0.78205 -0.31719 -0.580 1.277 1.405
La -0.69768 1.15020 1.92142 -2.977 -1.190 -1.804
P -0.66409 2.63540 -0.79730 -0.887 0.847 -0.423
C 0.40189 4.08809 -1.02489 0.427 0.177 0.292
C -1.08336 2.23466 -2.52708 0.101 -0.630 0.121
H -1.69444 3.05114 -2.93903 0.276 -0.252 0.066
H -2.51862 4.16920 -1.00844 -0.076 -0.142 0.307
H -1.64435 1.29161 -2.54723 0.039 0.283 -0.121
H -3.03338 2.67505 -0.14204 0.179 0.328 -0.062
H 1.22346 3.82628 -1.70874 -0.216 0.187 0.221
H -0.15358 2.11299 -3.09830 -0.292 0.075 0.045
C -2.23948 3.43467 -0.24116 0.199 -0.327 0.204
H -0.16708 4.93960 -1.42836 0.209 -0.333 0.031
H -2.08577 3.96542 0.71371 -0.152 -0.054 -0.240
H 0.83050 4.37949 -0.05482 -0.035 0.072 -0.320
P 0.59478 -3.14975 0.59703 -0.357 0.276 -0.769
C 2.27220 -3.09796 1.20993 0.477 -0.137 0.009
C -0.52319 -2.86858 1.98616 -0.238 0.031 0.329
H -0.77826 -4.72657 -0.62221 -0.013 0.082 0.216
H 0.32290 -5.46949 0.59830 -0.075 -0.175 -0.340
H 0.93127 -4.91437 -1.01439 0.067 0.028 0.234
C 0.22830 -4.72275 -0.19971 0.134 -0.055 0.465
H -1.52424 -2.52440 1.65510 0.550 -0.320 0.055
H -0.61884 -3.86473 2.46922 0.014 0.535 -0.128
H 2.51669 -4.11572 1.56116 -0.033 0.419 0.117
H 2.39672 -2.34984 2.01492 -0.130 -0.455 -0.343
H -0.08398 -2.13816 2.70798 -0.246 -0.756 -0.670
H 2.95171 -2.86215 0.38354 -0.109 -0.072 0.155
C 1.45348 1.32461 0.56416 4.671 0.318 -1.660
O 2.50889 1.49875 0.12359 -3.632 -0.490 1.249
Cl 0.68394 3.22291 2.85456 1.042 -0.264 0.666
C 2.18845 1.64461 3.64993 1.859 0.483 1.409
Cl 2.32505 1.98609 5.30909 -0.298 0.127 -0.666
C 1.96910 0.14420 3.42774 -0.972 -1.864 -1.289
O 2.91739 -0.61253 3.53941 -1.700 1.981 -0.019
O 0.72535 -0.17101 3.04051 2.021 0.312 0.973
H 3.01756 2.07901 3.07416 -0.581 0.044 0.017
```
Forces are in eV/Å.

---

3.
A structure of composition C9H19ClCuN5O8S3 at a distorted geometry, computed with ωB97M-V/def2-TZVPD.

Multiplicity   2
Highest occupied orbital energy (spin up / spin down)   -5.223 / -5.211 eV
Total charge   -1
E_LUMO (spin up / spin down)   2.53 / 2.52 eV
Frontier orbital gap (spin up / spin down)   7.75 / 7.73 eV

Geometry as XYZ:
```
46
Properties=species:S:1:pos:R:3:forces:R:3
Cu -0.05166 -0.58268 -0.16854 0.705 0.525 0.115
O 1.78352 -0.35804 1.11423 0.675 -0.330 -0.852
Cl 2.60270 -0.63272 -0.08919 -0.174 0.213 0.019
O 3.08790 -1.98002 -0.09135 -0.127 0.557 -0.014
O 3.67367 0.30816 -0.22063 -0.486 -0.310 0.071
O 1.62716 -0.43630 -1.23643 0.782 -0.237 0.717
C -4.76383 3.23454 1.76840 0.035 0.000 0.032
C -3.89454 2.11937 1.20187 0.002 0.139 0.041
N -2.49101 2.51388 1.04420 -0.003 0.005 -0.235
C -1.74991 2.50507 -0.08976 0.016 0.093 0.154
S -0.08241 2.18986 0.02852 0.047 0.103 -0.063
N -2.26454 2.81219 -1.29050 -0.276 -0.276 -0.016
C -3.55115 3.38335 -1.68108 0.295 -0.195 -0.038
C -4.30500 2.49307 -2.66266 0.093 0.001 0.053
H -5.78266 2.87256 1.93087 0.053 0.015 -0.020
H -4.80779 4.09719 1.10062 -0.003 0.009 0.023
H -4.36954 3.57975 2.72657 -0.021 0.011 -0.015
H -4.26506 1.72780 0.26107 -0.015 0.021 0.014
H -3.90612 1.26832 1.88400 0.014 -0.047 -0.074
H -1.89699 2.25728 1.81732 -0.006 -0.011 0.026
H -1.64895 2.53376 -2.03913 0.056 0.142 -0.001
H -3.34951 4.35619 -2.13686 -0.050 0.080 -0.008
H -4.14231 3.56410 -0.79672 -0.065 0.039 0.161
H -3.77254 2.43692 -3.61614 -0.034 -0.008 0.049
H -5.30186 2.90059 -2.85169 0.066 -0.025 -0.015
H -4.38971 1.48262 -2.26462 -0.039 -0.040 0.050
C 1.89862 -5.39614 2.99394 -0.014 -0.002 -0.014
C 0.55447 -5.65086 2.31221 0.120 0.151 -0.062
C 0.35656 -4.74625 1.12833 -0.013 0.164 0.116
N 0.54374 -3.47710 1.16087 0.026 0.037 -0.200
N 0.28628 -2.85788 -0.04057 -0.070 0.071 0.669
C -0.12794 -3.67415 -0.95089 -0.050 0.002 -0.677
N -0.42498 -3.29702 -2.23431 0.199 -0.209 0.211
S -0.18143 -5.31801 -0.42058 -0.067 -0.150 -0.071
H 2.01448 -6.03860 3.86914 0.000 0.020 -0.016
H 1.96710 -4.35462 3.30613 0.006 -0.035 -0.013
H 2.72394 -5.59102 2.30650 -0.030 0.006 0.026
H -0.25811 -5.47004 3.01846 -0.042 -0.034 -0.001
H 0.47780 -6.68992 1.98869 -0.015 -0.017 0.004
H -0.71650 -2.32262 -2.28397 -0.105 0.099 0.025
H -1.07098 -3.90978 -2.70382 -0.072 0.034 0.031
O -1.51223 -0.61559 -1.56140 -0.383 -0.435 0.635
S -2.47536 -1.01541 -0.41975 -0.843 0.216 -0.175
O -3.69908 -0.23288 -0.48742 0.270 -0.052 -0.133
O -1.65831 -0.59535 0.82323 -0.555 -0.438 -0.537
O -2.71004 -2.44636 -0.43239 0.099 0.098 0.009
```
Forces are in eV/Å.

---

One value per record, in order, for relative energy (zero: lowest compared OMol25 entry of this formula, charge and spin): 0.000, 0.000, 1.095 eV.